The following is a DFT calculation (ωB97M-V/def2-TZVPD) of a gas-phase ion, C5H10N3O (charge +1).

Structure (SMILES): CO/C=C\N=C/NC=[NH2+]
HOMO level (spin up / spin down): -12.3 / -12.3 eV
Lowest unoccupied orbital energy (spin up / spin down): -4.44 / -4.44 eV
Orbital gap (spin up / spin down): 7.86 / 7.86 eV
Charge: +1

Last column: Löwdin charge in e.
Atoms and positions in Å:
O (-0.592, -0.910, -0.046)  -0.17
N (0.049, 1.654, -0.985)  0.13
N (-1.781, 1.562, 0.617)  0.10
N (2.288, 1.371, -0.806)  0.21
C (-1.371, 0.644, 1.573)  -0.13
C (-0.733, -0.506, 1.245)  -0.20
C (1.081, 1.321, -0.256)  -0.09
C (-0.991, -2.280, -0.403)  -0.01
C (-1.294, 1.782, -0.541)  -0.11
H (-1.609, 0.876, 2.680)  0.15
H (0.185, 1.590, -1.935)  0.14
H (2.390, 1.768, -1.735)  0.15
H (-0.745, -1.253, 2.071)  0.14
H (-1.974, 2.243, -1.192)  0.12
H (0.856, 0.985, 0.761)  0.14
H (3.071, 1.416, -0.178)  0.14
H (-1.935, -2.368, 0.005)  0.06
H (-0.917, -2.566, -1.457)  0.10
H (-0.287, -3.101, 0.013)  0.13



The following is a DFT calculation (ωB97M-V/def2-TZVPD) of 2 unconnected molecules or ions with the total composition C5H10N3O2.

HOMO level: -13.5 eV
Lowest unoccupied orbital energy: -3.85 eV
Orbital gap: 9.65 eV
Charge: +1

Last column: Löwdin charge in e.
Atoms and positions in Å:
O (1.375, 0.562, -0.384)  -0.13
O (-0.858, 1.973, 0.526)  -0.02
N (2.579, 1.291, -0.313)  0.14
N (2.618, -0.750, 0.588)  0.08
N (-1.056, 0.454, -1.463)  0.26
C (1.397, -0.641, 0.091)  -0.11
C (-1.504, -0.182, -0.438)  -0.25
C (-1.758, -1.643, -0.370)  0.03
C (-1.554, 0.737, 0.750)  -0.15
C (3.321, 0.416, 0.317)  -0.12
H (-0.914, 0.108, -2.408)  0.18
H (2.896, -1.479, 1.236)  0.16
H (-1.020, 1.446, -1.389)  0.13
H (-2.695, -1.984, -0.814)  0.12
H (-2.690, 0.948, 0.870)  0.18
H (-0.389, 2.201, 1.287)  0.08
H (-1.112, -2.287, -0.818)  0.07
H (-1.182, 0.070, 1.597)  0.16
H (4.389, 0.590, 0.502)  0.15
H (-1.843, -1.828, 0.634)  0.07



The following is a DFT calculation (ωB97M-V/def2-TZVPD) of a gas-phase ion, C5H10N3O3S (charge +1).

Structure (SMILES): CS(=O)(=O)/N=C(\O)N/C=C\C=[NH2+]
HOMO level: -13.6 eV
Lowest unoccupied orbital energy: -4.80 eV
Orbital gap: 8.76 eV
Charge: +1

Last column: Löwdin charge in e.
Atoms and positions in Å:
S (2.299, -0.614, -0.112)  0.64
O (1.782, -1.420, -1.174)  -0.29
O (1.527, 2.165, -0.681)  0.14
O (3.322, 0.355, -0.427)  -0.29
N (0.953, 0.231, 0.446)  0.01
N (-2.996, -1.612, -0.995)  0.19
N (-0.527, 2.021, 0.183)  0.14
C (2.726, -1.599, 1.311)  -0.10
C (0.705, 1.374, -0.037)  -0.49
C (-1.802, 1.637, 0.287)  -0.03
C (-2.146, -0.668, -0.691)  -0.08
C (-2.518, 0.499, -0.027)  -0.05
H (-1.109, -0.822, -0.975)  0.13
H (2.569, -0.981, 2.185)  0.07
H (-3.569, 0.564, 0.226)  0.12
H (2.428, 1.726, -0.737)  0.10
H (-3.971, -1.528, -0.736)  0.14
H (2.075, -2.463, 1.314)  0.07
H (3.765, -1.888, 1.220)  0.08
H (-2.431, 2.437, 0.667)  0.15
H (-0.378, 3.026, 0.248)  0.18
H (-2.704, -2.440, -1.494)  0.14



The following is a DFT calculation (ωB97M-V/def2-TZVPD) of a single C5H10N3P3 molecule.

Structure (SMILES): Cc1nc(N)nc(P)c1[PH]#[PH2]
HOMO level: -8.0 eV
Lowest unoccupied orbital energy: 0.46 eV
Orbital gap: 8.44 eV
Charge: 0

Last column: Löwdin charge in e.
Atoms and positions in Å:
P (-2.327, -1.332, -2.186)  0.45
P (-0.260, -0.590, -2.256)  0.62
P (-1.784, -2.105, 0.696)  0.82
N (-0.135, -0.364, 1.840)  0.06
N (0.980, 1.018, 3.189)  0.18
N (1.417, 1.203, 0.990)  0.16
C (1.013, 0.850, -0.240)  -0.42
C (0.176, -0.179, -0.558)  -0.46
C (1.489, 1.805, -1.295)  -0.09
C (-0.428, -0.911, 0.676)  -0.49
C (0.790, 0.572, 1.980)  -0.50
H (1.642, 1.166, -2.190)  0.02
H (1.303, 1.883, 3.370)  0.06
H (0.523, -1.781, -2.428)  -0.09
H (0.722, 2.664, -1.526)  0.12
H (2.506, 2.224, -0.979)  0.10
H (-2.549, -1.242, -3.523)  -0.18
H (-1.030, -3.123, 0.589)  -0.14
H (-1.691, -2.129, 1.980)  -0.14
H (-2.855, -0.146, -2.056)  -0.20
H (0.499, 0.519, 3.927)  0.12



The following is a DFT calculation (ωB97M-V/def2-TZVPD) of a single C5H10N4 molecule.

Structure (SMILES): Cn1cc(N)c(N)c1N
HOMO level: -5.9 eV
Lowest unoccupied orbital energy: 0.79 eV
Orbital gap: 6.68 eV
Charge: 0

Last column: Löwdin charge in e.
Atoms and positions in Å:
N (1.326, -1.907, 0.162)  0.13
N (-2.714, 1.184, -0.238)  0.07
N (-2.031, -1.831, 0.234)  0.05
N (0.864, 0.488, -0.111)  -0.16
C (2.226, 1.145, -0.318)  -0.02
C (-1.192, -0.731, -0.098)  -0.13
C (0.595, -0.777, 0.043)  -0.21
C (-0.222, 1.346, -0.175)  -0.13
C (-1.423, 0.644, -0.189)  -0.38
H (0.016, 2.424, -0.456)  0.12
H (-2.710, 2.209, -0.119)  0.09
H (-3.362, 0.776, 0.417)  0.07
H (-2.452, -2.292, -0.545)  0.06
H (-1.558, -2.458, 0.779)  0.02
H (3.029, 0.548, 0.259)  0.10
H (2.299, -1.943, 0.004)  0.08
H (0.765, -2.647, -0.076)  0.05
H (2.250, 2.172, 0.052)  0.07
H (2.505, 1.272, -1.431)  0.11



The following is a DFT calculation (ωB97M-V/def2-TZVPD) of a gas-phase ion, C5H10NO (charge -1).

HOMO level: -1.4 eV
Lowest unoccupied orbital energy: 4.19 eV
Orbital gap: 5.56 eV
Charge: -1

Last column: Löwdin charge in e.
Atoms and positions in Å:
O (3.025, 0.097, 0.047)  -0.18
N (1.846, -0.371, -0.087)  -0.37
C (0.780, 0.476, -0.076)  -0.31
C (1.590, -1.690, -0.094)  -0.07
C (0.881, 1.992, 0.107)  -0.09
C (-0.503, -0.139, -0.564)  -0.29
C (-1.409, -0.670, 0.507)  -0.14
H (2.330, -2.365, -0.006)  -0.02
H (-0.067, 2.271, 0.425)  0.01
H (-2.108, -1.295, 0.128)  0.01
H (0.957, 2.587, -0.899)  0.07
H (-0.292, -0.975, -1.217)  0.07
H (-1.094, 0.464, -1.209)  0.08
H (-1.965, 0.211, 1.018)  0.09
H (-0.903, -1.132, 1.341)  0.06
H (0.617, -2.074, -0.010)  -0.01
H (1.877, 2.154, 0.640)  0.08



The following is a DFT calculation (ωB97M-V/def2-TZVPD) of a gas-phase ion, C5H10NO (charge -1).

Structure (SMILES): C=CCCNC[O-]
HOMO level: -2.4 eV
Lowest unoccupied orbital energy: 3.88 eV
Orbital gap: 6.28 eV
Charge: -1

Last column: Löwdin charge in e.
Atoms and positions in Å:
O (1.276, 0.052, 3.000)  -0.35
N (0.994, 0.424, 0.634)  -0.08
C (-1.084, -0.610, -0.288)  -0.22
C (0.899, 0.911, 2.060)  -0.59
C (0.242, -0.825, 0.468)  -0.27
C (-0.469, 0.007, -2.623)  -0.04
C (-0.962, 0.350, -1.441)  -0.21
H (-0.180, 1.208, 2.137)  0.07
H (1.963, 0.212, 0.424)  0.07
H (0.081, -1.245, 1.468)  0.09
H (-1.473, -1.558, -0.665)  0.09
H (1.494, 1.859, 2.027)  0.07
H (-0.360, 0.710, -3.445)  0.03
H (-0.095, -0.997, -2.804)  0.05
H (-1.859, -0.300, 0.418)  0.09
H (-1.298, 1.374, -1.285)  0.09
H (0.830, -1.571, -0.085)  0.10



One value per record, in order, for ΔE to the lowest compared entry with this formula, charge and spin: 2.875 3.555 0.000 0.631 3.310 3.061 0.601 eV.
One value per record, in order, for maximum force: 0.0667 0.0667 0.0255 0.0978 0.1387 0.0883 0.0119 Eh/bohr.